278
Properties=species:S:1:pos:R:3:forces:R:3:mulliken_charge:R:1 method="wB97M-V/def2-TZVPD" orbital_gap_ev=9.40 e_lumo_ha=0.019 e_tot_ev=-151173.7758 multiplicity=1 homo_ev=-8.9 total_charge=0 fmax_ha_per_bohr=0.04998 e_above_lowest_ev=0.000
C 12.58151 3.35444 29.01091 -0.23 1.29 0.82 0.7190
C 12.85659 3.88827 30.29639 -0.67 -1.30 -1.30 -0.5946
C 12.03393 4.87587 30.78528 -0.63 1.71 0.38 -0.4339
C 11.00163 5.43341 30.00674 0.86 -2.07 -1.12 -1.2498
C 10.75241 4.89477 28.71445 -0.58 1.32 1.24 -0.6806
C 11.53842 3.88466 28.22228 1.31 -0.81 0.28 -0.0170
H 13.25330 2.59934 28.65769 0.11 -0.48 -0.41 0.1652
H 13.62865 3.40994 30.89338 -0.06 0.35 -0.05 0.1161
H 12.20961 5.34539 31.76151 0.08 -0.47 -0.29 0.4441
H 10.37488 6.18643 30.40888 -0.43 0.66 0.26 0.4839
H 9.91829 5.30885 28.13626 0.38 -0.22 0.07 0.4167
H 11.41902 3.51908 27.21081 -0.24 -0.10 -0.02 0.5098
C 21.95210 1.55416 32.16322 0.54 0.12 -1.27 -0.8380
C 21.93263 1.77906 30.76303 -1.32 -1.18 1.82 -0.8787
C 20.75587 1.42352 30.11290 -0.09 0.50 -1.52 -0.7336
C 19.62570 0.92175 30.76502 -0.75 0.28 -0.60 0.3152
C 19.65223 0.75801 32.11809 1.04 -0.52 0.48 0.7421
C 20.84044 1.03999 32.77829 -0.48 0.47 1.01 -0.8236
H 22.87056 1.70983 32.71944 -0.14 0.20 0.06 0.3490
H 22.81112 2.12937 30.28737 0.47 0.37 -0.66 0.6472
H 20.67893 1.56842 29.02162 0.12 -0.05 0.55 0.3448
H 18.66339 0.72328 30.26567 0.81 0.13 -0.21 0.4018
H 18.88533 0.27186 32.69196 -0.59 0.21 -0.02 -0.1059
H 20.80118 0.96413 33.85049 0.36 -0.34 0.36 0.4738
C 23.61675 5.02680 29.14610 -0.34 -0.31 -0.25 -0.7282
C 22.39864 5.62386 28.78720 0.79 0.30 0.36 -0.3320
C 21.63209 6.24698 29.74489 0.39 -0.26 0.44 -0.4736
C 22.01479 6.11266 31.05783 -0.65 0.71 1.63 -0.0420
C 23.13230 5.40982 31.49042 0.07 0.28 -1.10 -0.3616
C 23.97092 4.89540 30.50198 0.09 0.27 -0.64 -0.5465
H 24.26340 4.67802 28.32000 -0.27 0.07 0.79 0.3426
H 22.09740 5.77084 27.78121 0.10 -0.22 -1.00 0.5243
H 20.80159 6.90042 29.53325 -0.25 -0.15 -0.34 0.5339
H 21.41270 6.66225 31.79014 0.19 -0.38 -0.03 0.2723
H 23.38802 5.39104 32.53802 0.06 -0.14 0.07 0.4685
H 24.94777 4.49661 30.75271 -0.14 -0.19 0.05 0.4076
C 14.62814 -0.19229 29.09781 -0.41 0.16 1.22 1.2520
C 14.83439 0.75669 30.14318 0.36 -0.71 -1.41 -0.0594
C 15.73182 1.79907 30.00799 0.08 -0.09 0.02 0.7908
C 16.50145 1.90735 28.83940 -0.90 0.21 -0.02 -0.2282
C 16.25781 1.01959 27.82518 -0.37 -1.21 -0.95 0.1836
C 15.32675 -0.06173 27.94583 1.75 1.61 -0.56 -0.6394
H 13.94916 -1.04986 29.14872 0.05 0.41 0.44 -0.1452
H 14.33819 0.64779 31.06482 -0.80 -0.11 0.84 -0.5031
H 15.79624 2.53861 30.80306 0.35 -0.13 -0.05 -0.9645
H 17.15190 2.73748 28.61823 0.26 0.14 0.36 0.2082
H 16.77327 1.15627 26.87078 0.00 -0.13 0.26 -0.0347
H 15.24230 -0.77207 27.14780 -0.23 -0.21 -0.32 -0.0180
C 10.28853 0.40525 32.35198 -0.74 0.30 -0.43 -0.6252
O 10.08618 0.39399 30.93693 0.35 -0.50 -0.12 -0.6163
C 11.12697 -0.31256 30.25423 -0.40 -0.37 1.62 2.2182
C 11.01230 -1.85534 30.37841 0.26 0.76 -0.11 -0.3308
O 11.54168 -2.45631 31.55135 -0.63 0.45 0.16 -0.4806
C 12.93194 -2.67309 31.57198 0.56 0.56 -1.58 1.5267
C 13.29123 -3.44700 32.78365 1.00 0.61 1.66 -0.7505
O 13.31670 -2.48677 33.89666 -0.34 -0.92 -1.53 -0.1125
C 13.65851 -3.06179 35.13578 -0.60 0.48 -0.59 -0.9052
H 9.40189 0.94937 32.71458 0.63 0.06 0.22 0.3482
H 11.24960 0.90137 32.61845 -0.58 -0.24 -0.06 0.1393
H 10.23750 -0.60423 32.76445 0.30 -0.02 0.04 0.2311
H 12.03936 0.05763 30.70452 0.74 -0.08 -0.23 -0.5050
H 11.07301 -0.02571 29.22508 -0.07 0.19 -0.64 -0.9308
H 11.45220 -2.30625 29.48148 0.12 -0.14 -0.05 -0.2000
H 9.94256 -2.04015 30.36729 -0.18 -0.34 0.06 0.4863
H 13.52281 -1.71927 31.49288 -0.52 -0.60 0.30 -1.1589
H 13.18556 -3.24984 30.66868 0.18 -0.13 0.07 -0.0123
H 14.25272 -4.01859 32.73132 -0.35 0.81 -0.26 0.2158
H 12.55923 -4.22147 32.93117 -0.69 -0.27 0.34 0.7493
H 14.62845 -3.53466 35.01347 0.24 -0.32 0.50 0.2730
H 12.86577 -3.76729 35.45866 0.52 0.18 0.10 0.2682
H 13.71109 -2.18244 35.78386 0.13 -0.50 0.39 0.2907
C 17.64181 3.59393 25.21962 -0.66 0.51 -0.96 0.0657
O 18.23287 3.64715 26.48710 0.11 -0.48 0.85 0.2106
C 18.75062 4.88013 26.91854 1.47 0.50 0.36 -0.2210
C 17.83241 6.00477 27.21504 -1.39 0.47 0.13 -0.6798
O 16.96511 5.74743 28.32200 0.38 -0.21 -0.01 -0.1747
C 15.73053 5.08825 28.04026 -0.10 1.01 -0.60 1.6647
C 14.71251 6.11324 27.57477 0.74 -0.46 0.39 -1.5919
O 14.97504 6.61233 26.27639 -0.40 -0.58 0.46 -0.1992
C 14.07249 7.65782 25.97599 0.70 -0.17 0.14 -0.8564
H 18.35808 3.66095 24.38841 0.18 0.37 0.25 0.2400
H 16.87114 4.37825 25.08236 0.30 -0.18 0.03 0.2318
H 17.15312 2.63162 25.03787 0.10 0.06 0.56 -0.7608
H 19.43786 5.32649 26.19153 0.28 -0.35 -0.44 0.5777
H 19.36116 4.79041 27.85340 -0.50 -0.89 -0.69 -0.2773
H 17.26030 6.32188 26.33732 -0.08 -0.05 0.09 0.1058
H 18.47106 6.85683 27.49587 -0.19 -0.19 0.05 0.4764
H 15.35754 4.72371 29.00734 0.27 -0.37 -0.54 -0.5537
H 15.83424 4.31149 27.27084 0.11 -0.18 0.39 -0.6494
H 14.77362 6.89599 28.29067 0.29 1.27 0.70 1.1461
H 13.72409 5.73397 27.77370 -0.88 -0.49 -0.77 0.3467
H 14.19772 8.46267 26.70968 -0.10 0.13 -0.13 0.3037
H 13.05041 7.28626 26.03362 -0.25 0.11 -0.28 0.2121
H 14.37529 7.99196 24.98680 -0.45 0.21 -0.08 0.2587
C 14.00282 -3.08386 21.68770 -0.25 -0.56 1.34 -0.5464
O 14.97343 -2.05835 21.80073 -0.77 0.30 0.15 -0.2409
C 16.29886 -2.47931 21.75383 0.97 -0.19 -0.46 -1.1422
C 17.02748 -2.55522 23.08742 -0.55 0.03 0.16 0.0519
O 16.68417 -3.59556 23.95194 0.90 -1.95 0.85 0.0488
C 17.83237 -4.39904 24.40609 -0.39 0.69 -2.35 -0.6299
C 17.42680 -5.74968 24.81413 -1.34 -0.78 0.21 -0.5252
O 16.85436 -6.40159 23.69947 0.06 0.04 -0.90 -0.3468
C 16.70758 -7.79962 23.77422 -0.23 -0.70 0.63 -0.6897
H 13.94931 -3.56270 20.69300 0.13 0.41 0.22 0.3293
H 13.04365 -2.60747 21.96233 0.36 -0.31 -0.41 0.2522
H 14.18900 -3.89353 22.45318 -0.10 0.64 -0.72 0.0967
H 16.88520 -1.65652 21.27630 -0.52 -0.78 -0.39 0.5851
H 16.31716 -3.42298 21.17260 0.60 0.39 0.19 0.3427
H 16.78269 -1.65890 23.62571 0.02 0.95 0.16 -0.0790
H 18.09203 -2.55691 22.90923 0.51 0.06 -0.29 0.4945
H 18.33693 -3.92618 25.22939 0.39 0.52 0.28 0.2340
H 18.49998 -4.59055 23.52953 -0.16 0.71 0.57 0.4328
H 16.71511 -5.63614 25.63758 -0.22 -0.45 0.16 0.1280
H 18.29226 -6.30816 25.15338 0.35 -0.06 0.28 0.7073
H 16.79593 -8.35669 22.80843 -0.21 1.12 0.40 0.2317
H 15.74293 -8.05048 24.25179 0.22 -0.01 -0.26 0.1339
H 17.48899 -8.22709 24.40165 0.20 -0.08 0.21 0.3514
C 9.22619 1.79852 26.82381 1.30 -0.22 0.97 -0.5492
O 8.24421 1.04221 26.26389 -1.67 -0.83 -0.62 -0.4939
C 8.49558 -0.33754 26.33697 0.44 -0.21 0.22 1.0120
C 7.19223 -1.05722 26.11856 -0.82 0.22 -0.78 -1.1527
O 6.21726 -0.94221 27.14329 0.46 0.03 -0.29 -0.4772
C 6.67170 -1.21046 28.45186 -0.67 1.40 -0.04 -0.4191
C 7.02235 -2.62745 28.73491 0.35 0.54 2.17 -0.6516
O 8.25751 -2.89726 28.13102 0.55 -0.73 0.11 0.1187
C 8.67412 -4.22458 28.37743 -0.34 -0.31 0.73 -0.4907
H 9.01409 2.82816 26.65865 -0.21 0.84 0.01 0.3060
H 10.16782 1.56692 26.33886 0.71 0.12 -0.14 0.3254
H 9.33746 1.56960 27.90025 0.00 0.28 -0.11 0.3201
H 9.06393 -0.58363 27.26177 -0.64 0.01 -0.25 -0.5916
H 9.16273 -0.65302 25.53055 0.16 0.06 -0.32 0.4007
H 7.29456 -2.09383 25.80774 0.52 -0.32 0.33 0.2663
H 6.74073 -0.58576 25.22588 0.05 0.07 0.44 0.4827
H 5.84755 -0.78170 29.05036 0.37 -0.76 0.19 0.4085
H 7.55620 -0.61456 28.72193 -0.09 0.04 -0.17 0.1703
H 6.29576 -3.34439 28.43138 -0.85 -0.56 -0.44 0.5337
H 7.09028 -2.67797 29.87463 0.12 -0.23 -1.07 0.3327
H 7.89811 -4.96034 28.07888 0.09 0.35 0.57 0.3508
H 9.05940 -4.38781 29.42371 -0.78 0.18 -0.66 0.2834
H 9.49376 -4.45444 27.74986 1.05 0.10 -0.82 -0.1917
C 11.59132 -6.52270 31.08321 1.10 0.43 1.22 -0.7251
O 13.03730 -6.53286 31.25958 -1.28 -0.66 -0.81 -0.4098
C 13.66724 -6.96179 30.02480 -0.40 1.05 1.32 0.8040
C 15.12822 -6.81460 30.25636 0.70 -0.37 1.71 -1.2292
O 15.53615 -5.47301 30.37959 -0.37 0.59 0.07 -0.1044
C 16.05227 -4.98437 29.17505 2.10 1.14 0.02 -0.9026
C 16.32525 -3.43979 29.19513 -0.66 -0.88 0.84 1.0660
O 17.29613 -3.06934 30.19428 -0.08 0.13 -1.34 -0.6363
C 17.92141 -1.83072 29.80898 -1.24 0.20 0.48 -0.5742
H 11.10631 -6.11681 32.00832 0.57 -0.59 -0.74 0.2670
H 11.20373 -7.49416 30.79884 -0.04 -0.45 0.29 0.4553
H 11.36194 -5.86455 30.27947 -0.32 0.83 -0.79 0.1721
H 13.33208 -6.30054 29.24003 -0.16 0.20 -0.61 -0.6672
H 13.42582 -7.98562 29.79272 -0.28 -0.59 -0.10 0.5956
H 15.72483 -7.33957 29.51289 0.08 -0.13 -0.17 0.4170
H 15.32839 -7.25066 31.27115 -0.05 0.04 -0.91 0.3493
H 15.37903 -5.19826 28.34489 0.02 -0.05 -0.29 0.3031
H 17.06488 -5.45631 29.05646 -0.72 0.09 -0.46 0.2576
H 15.33639 -2.98019 29.43951 0.70 0.16 -0.41 -0.6345
H 16.72174 -3.11606 28.20312 -0.62 -0.31 0.45 0.3127
H 17.18820 -0.98220 29.96475 0.85 -0.70 -0.22 -0.1875
H 18.25478 -1.81801 28.76084 -0.18 -0.18 0.09 0.6216
H 18.79233 -1.70739 30.43149 0.18 0.12 0.32 0.3909
C 15.05161 4.30336 33.38736 -0.45 0.96 -0.47 -0.3007
O 14.70792 5.55179 32.71146 -0.05 -0.79 1.63 -0.5154
C 15.40145 5.91417 31.57870 0.16 0.85 -0.59 1.2446
C 16.89066 5.94719 31.70730 0.07 0.22 -0.53 -1.1317
O 17.37923 4.61706 31.64355 1.20 0.52 -0.30 0.9786
C 18.81634 4.65755 31.49644 -0.66 -1.25 0.40 -0.2125
C 19.46213 4.63599 32.84068 1.36 -0.94 -0.18 -0.1502
O 19.48082 5.88105 33.46131 0.59 0.84 -0.82 -0.4275
C 20.27062 5.84399 34.60392 -0.49 -0.03 1.35 -0.8012
H 14.28372 4.33394 34.16788 0.37 -0.65 0.03 0.4328
H 16.07611 4.26428 33.82525 -0.72 0.20 -0.47 0.0235
H 14.90830 3.45298 32.69409 0.15 0.24 0.45 0.0254
H 15.02426 6.89940 31.29533 0.14 0.28 0.23 0.4700
H 15.10250 5.31415 30.74809 0.02 -0.91 -0.64 -1.1703
H 17.17853 6.52728 32.58486 0.11 -0.45 0.53 0.1640
H 17.37035 6.47381 30.88266 -0.43 0.31 -0.40 0.3370
H 19.18955 5.47436 30.86322 -0.40 -0.04 0.15 0.3557
H 19.14190 3.70589 31.05771 -0.38 0.14 -0.30 -0.4501
H 20.49465 4.19239 32.69846 -0.55 0.75 0.18 0.1729
H 18.97017 3.91325 33.48823 -0.43 -0.29 0.08 0.2328
H 20.42095 6.86829 34.99273 0.05 -0.53 -0.34 0.2588
H 21.21790 5.28961 34.50000 -0.05 0.39 -0.35 0.2464
H 19.68160 5.28026 35.33941 0.28 0.05 0.47 0.3569
C 14.72529 0.60911 24.14999 0.33 -1.64 0.82 1.0001
O 13.98953 1.74884 24.00358 -1.00 1.08 -0.61 -0.5641
C 13.82539 2.40657 25.22382 0.60 0.81 -0.58 1.5094
C 13.34272 3.81951 25.06022 0.07 0.32 0.70 0.3061
O 12.07057 3.83484 24.45205 -0.85 0.37 0.36 -0.1363
C 11.29855 5.06716 24.48914 -0.40 -1.99 -0.32 -0.1987
C 10.00043 4.85120 23.66796 1.05 1.74 0.80 -0.8622
O 9.02559 4.33423 24.51031 -1.07 -1.10 -0.47 -0.2152
C 7.91629 3.66616 23.87173 0.08 -0.20 0.21 -0.7910
H 14.31485 -0.00853 24.97700 0.05 0.02 -0.40 -0.9864
H 15.77946 0.74204 24.41791 0.18 0.47 -0.11 -0.0847
H 14.66861 0.06920 23.22060 0.01 -0.48 -0.25 0.3195
H 14.82027 2.40431 25.66099 0.13 0.38 0.75 -0.5592
H 13.12950 1.94678 25.89837 -0.48 -0.99 0.36 -0.4276
H 14.05068 4.40160 24.47175 0.17 0.28 0.00 0.4427
H 13.34171 4.17180 26.12570 -0.20 0.34 -0.84 -1.0404
H 11.82062 5.83093 23.96116 0.83 0.84 -0.13 0.2948
H 11.03402 5.36677 25.52631 0.26 -0.13 -0.51 0.0695
H 10.20678 4.30249 22.74129 -0.12 -0.21 0.27 0.3770
H 9.72501 5.90491 23.42118 -0.14 -0.53 -0.37 0.3597
H 8.18223 2.61085 23.56546 -0.09 1.17 0.07 0.2806
H 7.45340 4.24489 23.01705 0.71 -0.49 0.81 0.3758
H 7.17931 3.57964 24.68027 0.02 -0.04 -0.38 0.2269
C 19.46888 0.46785 25.45174 -0.95 -0.02 0.77 -0.7797
O 18.42623 0.58677 24.47725 0.10 -0.52 0.37 0.4653
C 18.93355 0.97231 23.22512 -0.10 0.63 -0.32 -1.1276
C 17.89791 0.97213 22.10213 0.48 1.71 1.04 -0.3014
O 17.04211 2.14856 22.18391 0.05 -1.38 -0.55 0.0670
C 15.94484 2.01919 21.22996 0.40 -0.61 0.95 -0.0635
C 15.12750 3.29676 21.20574 -0.64 -0.60 -1.65 -0.1139
O 15.79641 4.43534 20.73279 -1.00 -0.14 -0.27 -0.5006
C 16.52363 5.07861 21.71474 2.37 0.43 -0.79 -0.2677
H 19.76507 1.47316 25.77980 0.53 -0.20 -0.34 0.2443
H 20.27857 -0.21228 25.14791 0.02 0.54 -0.30 0.4566
H 19.05041 0.00828 26.36411 -0.21 0.10 -0.46 -0.0605
H 19.73909 0.26447 22.95927 -0.03 0.40 -0.16 0.6781
H 19.29808 2.02141 23.26139 0.33 -0.52 0.10 0.2375
H 17.35209 0.05676 22.14430 -0.72 -0.55 -0.18 -0.3321
H 18.50549 1.05497 21.20531 -0.15 -0.23 -0.52 0.5826
H 15.30679 1.17202 21.59092 0.23 0.66 -0.47 -0.1111
H 16.34894 1.73844 20.24428 -0.06 0.29 0.13 0.4844
H 14.68368 3.44625 22.17415 -0.25 0.20 0.54 -0.2180
H 14.32555 3.18027 20.43631 0.28 -0.38 0.81 0.4014
H 17.38264 4.39628 21.91100 -0.21 1.04 0.54 0.1343
H 16.01751 5.37498 22.61479 -0.75 -0.35 0.62 0.0085
H 16.84090 6.02936 21.25147 0.29 -0.40 0.24 0.3207
C 19.87776 -1.56063 36.43778 -1.24 0.96 -0.93 -0.8810
O 19.49241 -1.60207 35.04597 0.37 -0.44 1.05 -0.1227
C 18.67075 -2.74275 34.85786 -0.12 -0.07 -0.34 -1.0317
C 17.83993 -2.48718 33.64487 0.31 0.93 -1.06 0.2384
O 16.92472 -1.50202 34.04653 -0.91 0.61 -0.49 -0.2744
C 16.13811 -0.87213 33.02353 -0.05 -0.67 -0.31 1.9299
C 15.47378 0.33131 33.66379 -0.55 -1.03 -0.20 -0.8408
O 16.40657 1.32053 33.89671 0.23 1.26 0.30 0.1515
C 17.19941 1.17700 35.07272 -0.36 2.32 -1.05 -0.6619
H 18.93013 -1.54524 37.01824 0.59 0.16 0.06 0.3473
H 20.42718 -0.61213 36.59242 -0.06 -0.78 0.04 0.2370
H 20.40449 -2.46706 36.69239 0.61 -0.11 0.26 0.3243
H 18.01722 -2.85995 35.72569 -0.12 -0.13 0.03 0.4414
H 19.23850 -3.66128 34.71637 0.40 -0.12 0.14 0.3961
H 17.35302 -3.34788 33.17685 -0.05 -0.22 0.32 0.2329
H 18.52025 -2.06473 32.86669 -0.29 -0.25 0.26 -0.1711
H 15.40902 -1.57642 32.60302 -0.13 -0.04 0.34 -0.5868
H 16.72750 -0.56798 32.14363 0.32 0.14 0.41 -0.3542
H 14.95555 -0.02888 34.57296 0.25 0.24 -0.01 0.5649
H 14.68458 0.76489 33.03031 0.31 -0.23 0.03 -0.2343
H 17.57109 2.20044 35.32450 -0.75 -0.49 0.17 0.0335
H 18.08646 0.68767 34.80245 1.08 -1.54 0.21 0.0078
H 16.57748 0.74767 35.82944 0.16 -0.43 0.83 0.4708
C 12.07948 -1.17131 26.56850 -0.22 0.58 0.25 -0.7475
O 13.06595 -2.14724 26.67984 0.68 -0.67 -0.22 1.7241
C 13.41563 -2.74965 25.42125 -1.09 0.82 0.39 -0.5850
C 14.17826 -4.02825 25.72118 0.66 0.71 0.04 0.3441
O 13.44673 -5.00652 26.42458 -1.37 -0.32 -0.67 0.2695
C 12.16713 -5.34541 25.80665 0.00 0.81 1.46 0.0578
C 11.79275 -6.72649 26.28004 0.25 -0.78 0.21 -0.5753
O 12.62682 -7.59174 25.54447 0.37 -0.36 -0.51 -0.3538
C 12.60038 -8.91376 25.95783 0.24 -1.35 1.94 -0.8057
H 11.08835 -1.59781 26.29679 0.43 0.19 0.35 0.3569
H 12.34114 -0.41424 25.82715 -0.04 0.06 -0.32 0.3004
H 12.08372 -0.63339 27.53101 -0.45 -0.32 -0.33 -1.0802
H 14.00364 -2.00888 24.81917 -0.24 -0.87 0.29 -0.3267
H 12.42713 -2.90622 24.90141 1.00 -0.20 0.02 0.4278
H 15.03215 -3.75711 26.39818 -0.62 -0.23 -0.66 -0.9199
H 14.59192 -4.40083 24.77278 -0.09 -0.18 0.24 -0.0346
H 12.21440 -5.33168 24.72094 0.25 -0.11 -0.20 0.3986
H 11.38060 -4.60757 26.10718 0.59 -0.39 -0.07 -0.3523
H 10.74832 -7.02373 26.10405 -0.07 0.48 -0.20 0.5984
H 11.95412 -6.90723 27.36390 0.14 0.54 -0.31 0.0360
H 13.14244 -9.59033 25.28245 -0.23 0.58 -0.11 0.2773
H 11.59182 -9.32252 26.14117 -0.10 0.26 -0.58 0.3934
H 13.06675 -9.08325 26.98435 -0.09 0.55 -0.92 0.2092